A structure of composition C25H30Cl2N2O2S4SiV, computed with ωB97M-V/def2-TZVPD.

```
67
C25H30Cl2N2O2S4SiV, DFT ωB97M-V/def2-TZVPD
V -1.136 0.844 -0.541
C 4.214 1.147 1.260
Si 3.203 0.992 2.832
C 2.954 2.677 3.631
C 4.128 -0.145 4.015
C 1.498 0.218 2.560
C 0.964 -0.646 3.508
C -0.295 -1.226 3.350
C -1.001 -0.937 2.204
N -0.514 -0.112 1.278
C 0.683 0.482 1.444
S 1.029 1.612 0.175
H 5.257 1.346 1.521
H 3.857 1.951 0.618
H 4.182 0.223 0.678
H 3.911 3.142 3.879
H 2.371 2.590 4.551
H 2.419 3.346 2.954
H 5.171 0.171 4.083
H 4.118 -1.179 3.663
H 3.715 -0.127 5.026
H 1.538 -0.887 4.396
H -0.702 -1.900 4.090
H -1.968 -1.379 1.995
Cl -1.691 2.413 -2.197
C -4.110 -0.273 -2.274
Cl -3.712 -0.296 -0.622
H -4.406 -1.209 -2.713
H -3.891 0.641 -2.798
C -3.592 4.962 2.194
N -3.212 3.574 2.014
C -3.979 2.566 2.727
C -2.369 3.214 1.050
O -2.141 2.038 0.758
H -3.530 5.229 3.249
H -4.612 5.133 1.847
H -2.919 5.605 1.631
H -4.174 2.922 3.737
H -3.409 1.643 2.772
H -4.930 2.369 2.228
H -1.871 4.034 0.524
O -0.643 -0.673 -1.498
C -0.044 -1.583 -2.357
C -0.785 -1.630 -3.690
C -1.025 -2.695 -4.504
C -1.725 -2.340 -5.690
C -2.002 -1.010 -5.749
S -1.431 -0.180 -4.361
C -0.121 -2.961 -1.722
C 0.635 -4.071 -1.944
C 0.172 -5.207 -1.221
C -0.931 -4.933 -0.475
S -1.414 -3.296 -0.639
C 1.406 -1.160 -2.552
C 1.902 -0.270 -3.455
C 3.260 0.070 -3.210
C 3.767 -0.563 -2.120
S 2.604 -1.580 -1.383
H -0.720 -3.703 -4.261
H -2.012 -3.045 -6.457
H -2.525 -0.474 -6.525
H 1.494 -4.077 -2.601
H 0.648 -6.177 -1.250
H -1.469 -5.601 0.178
H 1.314 0.141 -4.262
H 3.832 0.751 -3.825
H 4.767 -0.500 -1.723
```

HOMO (spin up / spin down): -0.2783 / -0.2864 Eh
multiplicity: 4
⟨S²⟩: 3.769
relative energy (zero: lowest compared OMol25 entry of this formula, charge and spin): 0.000 eV
M: 668.73 g mol⁻¹